No. 1
Density functional theory data (wB97M-V/def2-TZVPD) for a molecular structure, C65H89N4PTi in a non-equilibrium geometry.

Last column: Löwdin charge in e.
Geometry (Å):
Ti  0.13237  0.66233  -0.52262  1.1463
C  -6.12103  -0.53437  1.10008  -0.0669
C  -5.47653  -0.30557  -0.26972  -0.1657
C  -4.21753  0.49183  -0.20802  -0.1270
C  -4.07793  1.82893  -0.36232  -0.1533
C  -5.14683  2.84623  -0.59382  -0.1773
C  -5.67983  3.42873  0.71788  -0.0738
C  -2.65723  2.09923  -0.32782  -0.2806
C  -2.17003  3.38483  -0.42412  0.0161
C  -0.83343  3.72753  -0.47342  -0.2265
C  -0.39283  5.09133  -0.44942  -0.1385
C  -1.28763  6.27473  -0.27962  -0.1852
C  -1.76243  6.40143  1.17208  -0.0784
C  0.96587  5.05373  -0.56122  -0.1276
C  1.31997  3.66413  -0.68702  -0.2484
C  2.60857  3.24443  -0.94152  0.0312
C  3.04407  1.93273  -0.95152  -0.2673
N  2.26707  0.82753  -0.68462  0.0251
C  3.16927  -0.19347  -0.51572  -0.2328
C  2.87207  -1.50527  -0.19622  0.0243
C  1.60127  -2.04997  -0.19772  -0.2505
N  0.46547  -1.33737  -0.32292  -0.0486
C  -0.62913  -2.27217  -0.41802  -0.2986
C  -2.76573  -1.27087  0.54818  -0.0085
C  -2.87503  -0.04047  0.00608  -0.2575
N  -1.91933  0.95043  -0.17592  0.0316
C  0.02957  -3.65197  -0.49052  -0.0927
C  1.36237  -3.47727  -0.32842  -0.1589
C  2.49037  -4.43617  -0.61422  -0.1644
C  2.50077  -5.85087  -0.03602  -0.0789
C  -0.52903  -4.97627  -0.93382  -0.1593
C  -0.75733  -6.03387  0.15738  -0.0759
C  4.51587  0.25343  -0.74682  -0.1422
C  4.43597  1.58673  -1.03412  -0.1292
C  5.54977  2.54773  -1.29002  -0.1773
C  6.01117  3.21783  0.00798  -0.0744
C  5.73417  -0.61247  -0.72742  -0.1835
C  6.23297  -0.89857  0.69168  -0.0837
N  0.21487  2.85063  -0.58922  0.0331
C  1.91787  6.19623  -0.45262  -0.1810
C  2.45617  6.28563  0.97658  -0.0736
H  -7.07223  -1.04817  0.97798  0.0746
H  -6.29613  0.41463  1.60088  0.0607
H  -5.48523  -1.14117  1.73968  0.0690
H  -6.18753  0.24153  -0.89472  0.1102
H  -5.28293  -1.27127  -0.74532  0.1108
H  -5.97373  2.37773  -1.13402  0.1090
H  -4.76053  3.65253  -1.22102  0.1078
H  -6.08193  2.63623  1.34608  0.0592
H  -6.47163  4.14963  0.51898  0.0722
H  -4.88253  3.92683  1.26608  0.0667
H  -2.88373  4.19143  -0.45732  0.1015
H  -2.15363  6.18723  -0.94462  0.1103
H  -0.74963  7.18373  -0.55952  0.1034
H  -2.29503  5.50203  1.47518  0.0609
H  -2.42703  7.25653  1.28898  0.0715
H  -0.90503  6.53013  1.83078  0.0677
H  3.34757  4.01723  -1.07222  0.1031
H  3.71137  -2.16357  -0.05352  0.0906
H  -3.70773  -1.77897  0.64898  0.0998
H  3.41777  -3.96227  -0.29142  0.0937
H  2.55627  -4.53637  -1.70592  0.1161
H  2.39737  -5.84657  1.04358  0.0521
H  3.46227  -6.30137  -0.28132  0.0780
H  1.73297  -6.48467  -0.46382  0.0563
H  0.20337  -5.39347  -1.63442  0.1099
H  -1.45543  -4.83957  -1.48772  0.0966
H  0.02657  -6.00557  0.90448  0.0578
H  -0.76183  -7.01907  -0.30422  0.0790
H  -1.70353  -5.89777  0.66478  0.0472
H  5.23187  3.31093  -2.00472  0.1106
H  6.39227  2.01273  -1.73372  0.1055
H  5.18717  3.74873  0.47608  0.0595
H  6.81397  3.92783  -0.17982  0.0721
H  6.37067  2.46653  0.70618  0.0659
H  6.53147  -0.11817  -1.29012  0.1054
H  5.51967  -1.56257  -1.22692  0.1113
H  6.45707  0.03223  1.20778  0.0643
H  7.13447  -1.50997  0.66288  0.0715
H  5.47467  -1.42607  1.26698  0.0633
H  1.40887  7.12893  -0.70372  0.1046
H  2.74877  6.07513  -1.14942  0.1066
H  1.64147  6.46323  1.67528  0.0679
H  3.17887  7.09313  1.07138  0.0722
H  2.93067  5.34743  1.25368  0.0652
C  3.03407  0.84263  4.75838  -0.0633
C  2.33917  1.32273  3.48338  -0.3656
C  3.34297  1.59103  2.36498  -0.0406
C  1.28377  0.34763  3.01368  -0.1802
C  -0.00113  0.81193  2.76218  -0.0035
C  -1.04913  -0.03817  2.40808  -0.1551
C  -2.42393  0.36283  2.92648  -0.3394
C  -2.69873  1.86773  3.00148  -0.0496
C  -2.50853  -0.23497  4.34318  -0.0330
C  -0.74563  -1.37687  2.01698  -0.0528
C  0.47157  -1.89017  2.51558  -0.1258
C  1.45417  -1.02957  3.00168  0.0256
C  0.62287  -3.37937  2.76658  -0.3470
C  2.06497  -3.85557  2.92698  -0.0597
C  -0.12633  -3.68297  4.07468  -0.0439
C  -1.60303  -2.08957  0.96418  -0.1986
C  -2.21293  -3.41617  1.22588  -0.0716
C  -3.04203  -3.95387  0.29258  -0.1570
C  -3.31553  -3.49607  -1.02572  -0.1335
C  -2.63153  -2.62077  -1.87702  -0.1484
C  -1.40943  -2.00847  -1.67992  -0.3180
P  -0.56793  -0.77917  -2.75012  1.2028
C  -1.68363  0.34983  -3.89322  -0.6227
C  -2.18093  -0.10537  -5.26832  -0.0974
C  -2.92833  0.79523  -3.13202  -0.0829
C  -0.77783  1.58013  -4.08152  -0.1113
C  0.30697  -1.90617  -4.06882  -0.6302
C  -0.67733  -2.87757  -4.72012  -0.0710
C  1.32027  -2.76697  -3.32402  -0.0973
C  1.11167  -1.10427  -5.09092  -0.0929
H  3.64427  1.64323  5.17648  0.0779
H  3.68277  -0.00587  4.55558  0.0733
H  2.29347  0.54973  5.49828  0.0816
H  1.83637  2.27173  3.71328  0.1344
H  3.82967  0.66803  2.05848  0.0772
H  4.10037  2.30203  2.68648  0.0830
H  2.81377  2.00653  1.50938  0.0658
H  -0.22843  1.84653  2.98008  0.1161
H  -3.21483  -0.09857  2.34178  0.1074
H  -2.18493  2.33003  3.84248  0.0800
H  -3.76473  2.03293  3.14348  0.0808
H  -2.40043  2.37563  2.08688  0.0616
H  -1.70543  0.14663  4.97048  0.0874
H  -2.42783  -1.31837  4.30208  0.0706
H  -3.46143  0.01753  4.80688  0.0814
H  2.37597  -1.44007  3.38208  0.1089
H  0.16067  -3.93957  1.95318  0.0995
H  2.08727  -4.94277  2.98618  0.0754
H  2.48797  -3.47577  3.85318  0.0783
H  2.68527  -3.53977  2.09268  0.0710
H  0.33997  -3.14127  4.89628  0.0882
H  -0.09103  -4.74857  4.29368  0.0827
H  -1.16743  -3.37617  4.01758  0.0590
H  -2.06783  -3.91207  2.16898  0.0987
H  -3.61663  -4.82627  0.58738  0.1088
H  -4.18743  -3.95757  -1.47482  0.0904
H  -3.12453  -2.43097  -2.82562  0.1062
H  -2.96263  -0.85587  -5.17372  0.0823
H  -1.40433  -0.47507  -5.92582  0.0503
H  -2.61893  0.76763  -5.75732  0.0866
H  -3.40563  -0.03247  -2.61322  0.0731
H  -3.65493  1.22883  -3.81902  0.0958
H  -2.66613  1.56333  -2.41442  0.0567
H  0.08507  1.35373  -4.70412  0.0638
H  -0.41203  1.94133  -3.10842  0.0465
H  -1.33743  2.38683  -4.55872  0.0915
H  -1.16723  -3.47147  -3.95162  0.0704
H  -0.12953  -3.55367  -5.37602  0.0921
H  -1.44343  -2.39517  -5.30932  0.0498
H  0.80107  -3.44007  -2.65492  0.0543
H  2.01647  -2.15657  -2.75142  0.0858
H  1.88757  -3.36517  -4.03802  0.0958
H  0.50707  -0.52687  -5.78112  0.0537
H  1.70437  -1.80097  -5.68532  0.0847
H  1.79787  -0.43417  -4.57362  0.0840

LUMO level (alpha / beta)	-1.15 / -1.00	eV
HOMO energy (alpha / beta)	-5.85 / -5.84	eV
DFT total energy	-107213.9595	eV
HOMO-LUMO gap (alpha / beta)	4.703 / 4.838	eV

---

No. 2
Density functional theory data (wB97M-V/def2-TZVPD) for 14 unconnected molecules or ions with the total composition C66H122N2O24 in a non-equilibrium geometry.

Last column: Löwdin charge in e.
Geometry (Å):
C  -1.01081  -3.26106  6.16084  -0.0550
C  0.01218  -2.13156  6.51396  -0.5098
C  0.47846  -2.45413  7.97198  -0.1533
C  1.61587  -1.52006  8.37929  -0.2162
C  2.77467  -1.75076  7.46173  -0.1703
C  2.45078  -1.54506  5.94105  -0.4899
N  1.18449  -2.26329  5.62112  -0.2017
O  0.75406  -2.15216  4.26324  -0.2975
C  3.66165  -2.09902  5.16770  -0.0367
C  2.30489  -0.06466  5.65644  -0.0649
C  -0.68686  -0.75906  6.43847  -0.0519
H  -1.58436  -2.90005  5.30248  0.0581
H  -1.81170  -3.40728  6.89349  0.0621
H  -0.53846  -4.19792  5.87699  0.0768
H  0.89332  -3.46339  7.98667  0.1088
H  -0.38638  -2.31512  8.62534  0.1016
H  1.91902  -1.67638  9.41928  0.0970
H  1.27959  -0.48614  8.26304  0.0904
H  3.20900  -2.74977  7.55876  0.0985
H  3.60478  -1.09360  7.75283  0.1073
H  3.38388  -2.43310  4.16724  0.0737
H  4.09524  -2.94178  5.71233  0.0620
H  4.50810  -1.41460  5.05009  0.0622
H  1.93405  0.15676  4.65321  0.0812
H  3.29917  0.40295  5.72562  0.0514
H  1.73841  0.53097  6.37500  0.0553
H  -0.14580  0.10201  6.82666  0.0421
H  -1.60804  -0.88772  7.01675  0.0704
H  -0.88874  -0.52970  5.39058  0.0696
C  -0.82710  -0.54335  -2.21135  -0.0451
C  0.02638  -0.72759  -0.96169  -0.4719
C  0.47578  0.59131  -0.29990  -0.1324
C  -0.55633  1.27190  0.58848  -0.1936
C  -1.23516  0.26386  1.46632  -0.1420
C  -1.73023  -1.03894  0.77210  -0.4592
N  -0.61914  -1.60346  0.02142  -0.1904
O  -0.89869  -2.89525  -0.43464  -0.2883
C  -3.05971  -0.65790  -0.02941  -0.0342
C  -2.19298  -2.00871  1.89119  -0.0296
C  1.40965  -1.27666  -1.41192  -0.0363
H  -1.20017  -1.46715  -2.65498  0.0633
H  -0.37424  -0.00056  -3.05794  0.0519
H  -1.64378  0.17342  -2.07210  0.0502
H  0.72044  1.29810  -1.10403  0.0934
H  1.38215  0.52918  0.30639  0.1049
H  -1.19740  1.81359  -0.12454  0.0771
H  -0.07496  2.06722  1.16769  0.0957
H  -2.01782  0.68242  2.10879  0.0964
H  -0.46614  -0.06041  2.17896  0.1218
H  -3.97181  -0.97230  0.48829  0.0451
H  -3.02190  -1.21405  -0.96627  0.0529
H  -3.20239  0.42561  -0.07578  0.0446
H  -1.43716  -2.10702  2.67709  0.0712
H  -2.39041  -3.00789  1.50597  0.0693
H  -3.07534  -1.59223  2.38534  0.0425
H  1.14017  -2.19593  -1.94722  0.0609
H  2.14484  -1.50291  -0.64275  0.0683
H  1.85815  -0.66795  -2.20716  0.0622
C  -0.66049  4.01730  4.11846  -0.1711
C  -2.07761  4.46314  4.49933  -0.1769
C  -2.30939  3.57589  5.70534  -0.2333
O  -1.06343  3.54295  6.37725  -0.1366
C  0.02800  3.92370  5.49325  -0.1567
H  -0.18513  4.71400  3.42099  0.1052
H  -0.67073  3.11565  3.50246  0.1032
H  -2.85470  4.48947  3.73773  0.1053
H  -1.95708  5.48961  4.86309  0.1078
H  -2.72749  2.62798  5.35289  0.1138
H  -3.07342  4.02491  6.34441  0.1127
H  0.70352  3.06889  5.45195  0.1048
H  0.50303  4.84120  5.83597  0.1125
C  -6.13825  1.44880  3.66949  -0.1758
C  -5.00904  1.12941  2.69774  -0.1337
C  -5.41371  1.99462  1.49777  -0.1816
O  -6.83482  1.94799  1.52210  -0.1744
C  -7.35764  1.81063  2.84373  -0.1930
H  -5.83419  2.26955  4.32666  0.1032
H  -6.35254  0.69108  4.42632  0.1008
H  -4.87492  0.06130  2.54903  0.0798
H  -4.07879  1.52047  3.11282  0.0975
H  -5.21976  1.67607  0.47200  0.1066
H  -5.13092  3.05512  1.53797  0.1125
H  -8.17055  1.08790  2.92159  0.1105
H  -7.74885  2.82307  2.99135  0.1109
C  -7.28933  -4.03717  2.28098  -0.1371
C  -6.29653  -2.92702  2.07497  -0.1846
C  -5.97030  -2.36106  3.44534  -0.2258
O  -6.07597  -3.44886  4.30550  -0.1196
C  -7.07989  -4.33499  3.84132  -0.1800
H  -7.06284  -4.94031  1.71727  0.0997
H  -8.34528  -3.82735  2.10911  0.0960
H  -6.61008  -2.09348  1.43013  0.1097
H  -5.45069  -3.14368  1.41546  0.1105
H  -6.72558  -1.59205  3.67999  0.1077
H  -5.04267  -1.79532  3.52301  0.1022
H  -7.99696  -4.27248  4.43064  0.1028
H  -6.72724  -5.36571  3.89517  0.1065
C  5.99037  1.46591  -0.50621  -0.1432
C  4.71282  0.98736  -1.21603  -0.1231
C  5.15381  0.89777  -2.67827  -0.1799
O  6.59118  0.99457  -2.73728  -0.1457
C  6.96164  1.83883  -1.64105  -0.1927
H  6.42512  0.56591  -0.06884  0.1020
H  5.87936  2.32117  0.15488  0.0993
H  4.01718  1.82206  -1.08392  0.0911
H  4.13834  0.18402  -0.75506  0.1105
H  4.67863  1.65237  -3.30842  0.0926
H  4.88546  -0.06577  -3.11396  0.0977
H  6.96135  2.89175  -1.94197  0.1150
H  8.00514  1.60934  -1.41718  0.1144
C  2.80800  -3.39910  -5.35174  -0.1278
C  1.32657  -3.33353  -4.94022  -0.1436
C  0.90930  -1.91128  -5.37939  -0.1646
O  1.68468  -1.78755  -6.55667  -0.1794
C  2.79497  -2.62885  -6.67579  -0.2319
H  3.18190  -4.41685  -5.43866  0.1149
H  3.36991  -2.79931  -4.63451  0.0990
H  1.18214  -3.50232  -3.87180  0.1104
H  0.64760  -4.02860  -5.43519  0.0994
H  1.13271  -1.18761  -4.59061  0.1012
H  -0.14018  -1.84012  -5.65995  0.1229
H  3.76606  -2.18930  -6.94641  0.1096
H  2.70443  -3.25280  -7.57577  0.1127
C  -3.83940  -0.21925  -4.86869  -0.1323
C  -4.14855  0.68959  -3.67229  -0.1809
C  -5.64129  0.59596  -3.48391  -0.1856
O  -6.06264  -0.67697  -4.02476  -0.1486
C  -4.99368  -1.18319  -4.84737  -0.1963
H  -2.84688  -0.61112  -4.64677  0.0994
H  -3.78510  0.45056  -5.72658  0.1129
H  -3.95544  1.75824  -3.78353  0.0800
H  -3.59128  0.54304  -2.74255  0.0837
H  -6.02217  1.32163  -4.21794  0.1113
H  -6.14496  0.77558  -2.53709  0.1195
H  -5.41588  -1.27442  -5.85158  0.1142
H  -4.75570  -2.15523  -4.41302  0.1010
C  -2.81405  4.65235  -1.00308  -0.1533
C  -3.21597  3.41595  -1.82911  -0.1467
C  -2.42768  3.67501  -3.18364  -0.1699
O  -1.28050  4.40024  -2.76782  -0.1401
C  -1.39045  4.85203  -1.48224  -0.2724
H  -3.10525  4.51197  0.03565  0.1061
H  -3.39723  5.48815  -1.40858  0.1093
H  -4.28275  3.20112  -1.89253  0.1044
H  -2.81473  2.47856  -1.43334  0.0803
H  -2.94984  4.17975  -3.99944  0.1180
H  -2.04106  2.71917  -3.53372  0.0793
H  -1.05604  5.88910  -1.41213  0.1245
H  -0.85540  4.20216  -0.77267  0.1107
C  2.84795  2.06244  -7.79281  -0.0155
C  2.25899  0.97655  -6.89630  -0.3041
C  2.95168  0.83601  -5.58510  -0.1394
O  2.04284  1.21845  -4.60652  0.0547
C  0.82915  1.49427  -5.12617  -0.5630
O  -0.08275  1.96037  -4.52525  0.1622
O  0.92961  1.35876  -6.46369  0.0979
H  3.06534  2.96101  -7.20887  0.0768
H  2.12069  2.18161  -8.59495  0.0888
H  3.84284  1.84713  -8.18712  0.0865
H  2.27037  0.04751  -7.45465  0.1320
H  3.83183  1.48310  -5.57044  0.1306
H  3.25022  -0.21006  -5.49163  0.1224
C  3.79756  2.77558  3.96836  -0.0168
C  4.48278  2.06815  2.80913  -0.2973
C  5.68030  1.21438  3.13447  -0.0980
O  5.25690  -0.02313  2.56218  0.0557
C  3.97175  -0.10703  2.21723  -0.5904
O  3.27143  -1.03241  1.93009  0.1886
O  3.47386  1.11379  2.40366  0.0526
H  2.73829  2.88783  3.73268  0.0813
H  4.17458  3.76410  4.23830  0.0790
H  3.77127  2.18728  4.88500  0.0614
H  4.76060  2.60321  1.89971  0.1255
H  5.77654  1.18200  4.22274  0.1271
H  6.59872  1.67265  2.76981  0.1248
C  1.88711  3.75918  -2.13500  0.0042
C  2.74802  4.31992  -3.26406  -0.3031
C  1.92412  4.78796  -4.43237  -0.1049
O  2.33887  6.09759  -4.81619  0.0824
C  3.25131  6.48438  -3.88165  -0.5482
O  3.88234  7.48711  -3.96820  0.1488
O  3.37559  5.54702  -2.90280  0.0850
H  2.56057  3.37170  -1.36932  0.0728
H  1.21027  2.98586  -2.49680  0.0737
H  1.26546  4.50634  -1.64385  0.0803
H  3.50186  3.62338  -3.64160  0.1355
H  0.88985  4.75812  -4.07508  0.1229
H  1.90462  4.10770  -5.28481  0.1218
C  -2.03389  -3.96160  -4.47138  -0.0197
C  -2.38747  -4.98116  -3.38287  -0.2524
C  -3.32245  -4.64505  -2.20864  -0.0602
O  -4.31207  -5.67790  -2.27322  0.0734
C  -4.11259  -6.49867  -3.30366  -0.5895
O  -4.78416  -7.44888  -3.57497  0.1288
O  -3.13837  -5.99700  -4.08889  0.0551
H  -1.67971  -4.29027  -5.44865  0.0812
H  -1.22972  -3.32745  -4.09413  0.0537
H  -2.87593  -3.31077  -4.72244  0.0632
H  -1.46228  -5.46426  -3.06462  0.1534
H  -3.69996  -3.63339  -2.39435  0.1201
H  -2.92751  -4.51751  -1.20064  0.1250
C  7.98684  -2.45501  -0.90489  -0.0151
C  6.52811  -2.30902  -1.27300  -0.3403
C  6.04352  -2.61640  -2.67352  -0.0925
O  4.73950  -3.05314  -2.36058  0.0447
C  4.55105  -3.34969  -1.06258  -0.5526
O  3.59199  -3.80384  -0.53767  0.2050
O  5.65495  -2.96474  -0.37779  0.1057
H  8.73158  -2.23556  -1.66997  0.0819
H  8.14174  -3.51699  -0.67739  0.0860
H  8.31562  -1.97611  0.01702  0.0810
H  6.30510  -1.23862  -1.18611  0.1189
H  6.60899  -3.42525  -3.15056  0.1342
H  5.95629  -1.77246  -3.35300  0.1146

LUMO level	2.90	eV
charge	-2
HOMO energy	0.34	eV
DFT total energy	-122530.9635	eV
HOMO-LUMO gap	2.557	eV